# 1
22
Properties=species:S:1:pos:R:3:forces:R:3 method="wB97M-V/def2-TZVPD" e_above_lowest_kj_mol=140.5 spin_multiplicity=1 total_charge=+2
C 1.8759 0.4508 -0.6093 -0.80 -0.90 0.24
C -0.0094 -1.2213 -0.2749 -3.30 0.11 1.76
C 1.3161 1.8153 -0.7235 -0.59 1.80 1.56
C 1.3242 -0.7500 -0.2924 -0.17 2.47 -0.82
C -1.6769 0.7851 0.5064 2.55 -2.30 1.50
C -1.2415 -0.5868 0.0277 0.39 -2.31 -1.66
N -1.2081 1.2128 1.6840 1.12 -0.76 1.46
N -2.5637 1.3606 -0.1995 -3.28 2.50 -1.44
N 2.3854 -1.7749 -0.1296 -0.87 1.02 0.47
O 0.1218 2.0869 -0.5877 2.16 -0.71 -0.76
S -2.8094 -1.4914 -0.4186 1.32 1.20 1.06
H 2.9240 0.3567 -0.7386 1.09 0.65 -0.06
H -0.0699 -2.3306 -0.4009 -0.27 1.04 -0.21
H 2.1278 2.6626 -0.6494 -1.39 -1.39 -0.72
H -0.4758 0.6568 2.2668 -1.93 1.22 -1.87
H -1.6006 2.0078 2.2228 0.22 -0.65 -0.90
H -3.1798 0.8741 -0.9729 1.99 1.50 1.94
H -2.7768 2.3565 0.1137 -0.24 -1.77 -1.00
H 2.0023 -2.6601 0.1900 0.35 -0.28 0.38
H 2.9775 -1.2688 0.5548 0.47 -1.37 -0.38
H 2.7837 -1.8760 -1.0499 0.96 -0.44 -0.30
H -2.2268 -2.6661 -0.5190 0.23 -0.65 -0.26



# 2
105
Properties=species:S:1:pos:R:3:forces:R:3 method="wB97M-V/def2-TZVPD" e_above_lowest_kj_mol=46.2 spin_multiplicity=3 s_squared=2.1068
Mo 0.5097 -0.2496 -0.0882 -0.29 -0.50 -0.09
C 3.9149 1.6287 -1.6645 0.00 -0.08 0.05
O 3.4983 0.3462 -1.2191 0.10 0.14 0.11
C 3.4743 -0.6190 -2.1755 0.26 0.17 -0.06
C 4.2969 -0.5668 -3.2944 0.01 -0.10 -0.03
C 4.1816 -1.5071 -4.3102 0.00 0.07 0.07
C 3.1981 -2.4727 -4.2177 0.00 0.00 0.05
C 2.3931 -2.5211 -3.0890 -0.18 -0.12 -0.35
C 2.5534 -1.6562 -2.0112 -0.55 -0.20 0.20
N 1.7515 -1.7600 -0.8443 -0.05 0.07 0.16
N 1.2921 -3.4102 0.8705 0.05 -0.13 0.05
C 0.1585 -3.3591 1.7350 0.03 -0.30 -0.32
C -0.2853 -2.1359 2.1322 0.04 0.72 -0.22
O 0.3825 -1.0502 1.6674 0.06 -0.07 0.36
C -1.4201 -1.9763 2.9547 -0.04 -0.06 0.05
C -2.1163 -3.0869 3.3288 0.02 -0.13 0.01
C -1.7015 -4.3880 2.9265 -0.12 0.05 0.03
C -2.4368 -5.5498 3.2821 0.04 0.12 0.01
C -2.0372 -6.7851 2.8646 0.16 -0.03 -0.10
C -0.8633 -6.9241 2.0807 -0.15 -0.02 0.07
C -0.1305 -5.8289 1.7269 0.02 0.11 0.03
C -0.5408 -4.5300 2.1298 0.09 -0.09 -0.05
H 5.0014 1.7346 -1.6236 0.02 -0.03 -0.01
H 3.4638 2.3558 -1.0006 -0.08 0.10 0.20
H 3.5678 1.8111 -2.6837 -0.02 0.03 -0.01
H 5.0319 0.2220 -3.3741 -0.01 -0.02 -0.01
H 4.8297 -1.4510 -5.1756 -0.02 0.01 0.02
H 3.0248 -3.1707 -5.0268 0.01 0.01 0.02
H 1.5760 -3.2300 -3.0774 0.09 0.16 -0.10
H -1.7345 -0.9786 3.2321 0.01 0.00 -0.01
H -3.0123 -2.9879 3.9320 0.04 -0.02 -0.02
H -3.3278 -5.4352 3.8908 0.03 0.00 -0.04
H -2.6120 -7.6622 3.1328 0.02 0.00 0.00
H -0.5503 -7.9103 1.7571 -0.01 0.03 0.04
H 0.7735 -5.9228 1.1361 -0.08 0.02 0.01
S -1.6581 0.7738 0.1276 0.03 -0.48 0.08
C -2.6626 -0.5977 -0.3733 -0.51 -0.40 -0.41
N -4.0239 -0.5310 -0.3333 0.51 0.18 0.06
N -4.5129 0.6629 -0.1098 -0.41 0.02 0.30
C -5.8313 0.8387 0.3542 0.54 0.06 -0.28
C -6.6375 -0.2411 0.6829 -0.12 -0.15 0.03
C -7.9136 -0.0011 1.1714 0.01 0.02 -0.01
C -8.3842 1.2970 1.3353 0.04 -0.09 -0.01
C -7.5668 2.3656 0.9929 0.05 0.04 -0.02
C -6.2928 2.1401 0.4981 -0.12 0.22 0.05
N -2.2104 -1.7635 -0.7868 0.22 0.41 0.18
N -0.8597 -1.8526 -0.7155 -0.13 -0.22 0.03
C -0.3255 -3.0176 -0.9595 0.03 -0.01 0.00
C -1.0174 -4.1616 -1.4872 0.09 0.30 0.19
C -0.2991 -5.2502 -1.8095 0.38 -0.33 -0.12
C 1.1536 -5.3222 -1.6613 -0.50 -0.26 -0.10
C 1.8409 -4.2919 -1.1801 0.20 0.18 0.35
C 1.1497 -3.0831 -0.5843 -0.11 -0.07 -0.06
H -3.8923 1.4689 -0.1259 -0.05 0.09 -0.07
H -6.2547 -1.2448 0.5604 -0.02 0.02 0.02
H -8.5436 -0.8410 1.4363 0.01 0.01 -0.01
H -9.3760 1.4736 1.7311 0.02 -0.01 -0.03
H -7.9208 3.3823 1.1107 0.01 -0.03 -0.01
H -5.6527 2.9711 0.2216 -0.02 -0.03 0.01
H -2.0829 -4.1013 -1.6482 0.00 0.02 0.06
H -0.8162 -6.1114 -2.2178 0.06 0.01 0.00
H 1.6702 -6.2260 -1.9590 -0.07 0.00 0.01
H 2.9134 -4.3392 -1.0342 -0.03 0.05 -0.04
H 2.0393 -2.8146 1.2061 0.00 0.01 0.05
S 0.8322 0.4514 -4.7683 -0.02 0.01 0.26
C 0.6677 0.4374 -3.1742 -0.06 -0.11 -0.29
N 0.5447 0.4259 -1.9989 0.23 0.28 -0.29
O -2.2541 3.0875 -2.2268 0.60 0.36 0.06
S -0.8847 3.6739 -1.9842 -0.80 -0.49 0.05
C -0.0035 3.6637 -3.5730 0.21 0.09 -0.07
C 0.2863 5.1075 -3.9813 -0.15 -0.05 -0.01
C -0.8984 5.9235 -3.4707 0.03 -0.03 0.00
C -1.0758 5.4778 -2.0270 -0.03 0.20 0.08
H -0.7030 3.1648 -4.2452 0.03 0.00 -0.01
H 0.8877 3.0471 -3.4745 -0.05 0.01 -0.05
H 0.4126 5.1896 -5.0610 0.02 -0.02 0.00
H 1.2093 5.4588 -3.5127 0.00 -0.01 0.00
H -1.7953 5.6771 -4.0426 0.00 0.00 0.00
H -0.7331 6.9979 -3.5500 0.00 0.02 0.02
H -2.0602 5.6751 -1.6032 0.04 0.03 0.03
H -0.3046 5.8993 -1.3744 -0.04 0.00 -0.04
N 1.4136 1.1336 0.7138 0.46 0.25 0.16
C 2.0123 1.8496 1.5823 -0.07 0.00 0.10
C 1.3940 3.0846 2.1362 0.17 -0.16 -0.02
C 1.9158 3.7024 3.2718 -0.04 0.06 0.15
C 1.3154 4.8429 3.7888 -0.01 -0.06 -0.03
C 0.1769 5.3642 3.1898 -0.01 -0.04 -0.03
C -0.3617 4.7399 2.0691 0.08 -0.07 0.03
C 0.2472 3.6104 1.5449 -0.11 0.11 -0.09
C 3.3459 1.3609 2.0600 -0.05 0.17 -0.26
C 4.4352 2.2226 2.1751 0.05 0.07 -0.10
C 5.6847 1.7288 2.5205 -0.03 -0.04 -0.01
C 5.8516 0.3707 2.7606 -0.04 0.01 -0.01
C 4.7649 -0.4894 2.6599 0.02 0.07 -0.01
C 3.5183 0.0020 2.3042 -0.01 -0.08 0.01
H 2.7750 3.2787 3.7741 -0.02 0.03 -0.03
H 1.7345 5.3171 4.6679 -0.03 -0.03 -0.02
H -0.2967 6.2468 3.6022 0.02 -0.02 -0.02
H -1.2619 5.1271 1.6060 0.05 0.00 0.01
H -0.1597 3.1355 0.6627 0.00 -0.01 0.00
H 4.3152 3.2784 1.9598 0.00 -0.04 0.02
H 6.5292 2.4034 2.5923 -0.03 -0.03 -0.01
H 6.8296 -0.0168 3.0182 -0.03 0.01 0.02
H 4.8920 -1.5480 2.8461 0.00 0.00 0.01
H 2.6642 -0.6587 2.2146 0.04 0.04 0.00



# 3
15
Properties=species:S:1:pos:R:3:forces:R:3 method="wB97M-V/def2-TZVPD" e_above_lowest_kj_mol=331.0 spin_multiplicity=1
C 1.2202 -1.4130 0.0194 0.08 -0.67 1.48
C 2.0712 0.8218 -0.2190 -0.97 -2.09 -1.56
C -0.7402 0.9638 0.8607 0.40 2.41 0.80
C 1.3804 -0.2839 -0.7735 -1.56 0.20 -0.79
C -0.8700 0.2740 -0.4208 -0.51 1.07 -0.71
N 0.9523 -2.2607 0.7591 -0.04 -0.13 -0.30
N 2.4605 1.7505 0.3000 1.11 2.13 1.14
N -1.5107 -0.9079 -0.3734 0.08 -0.83 -3.58
H 0.2256 1.5103 1.0065 -0.95 0.03 -0.62
H -1.5957 1.6691 1.0658 0.84 -0.52 -0.52
H -0.7192 0.3197 1.6809 -0.18 -1.57 1.26
H 1.3827 -0.5856 -1.8202 0.43 0.86 -0.03
H -1.1880 1.0268 -1.2493 1.27 -1.92 0.77
H -1.4893 -1.4518 -1.3232 -0.45 1.12 2.85
H -1.5798 -1.4330 0.4869 0.45 -0.10 -0.19



# 4
18
Properties=species:S:1:pos:R:3:forces:R:3 method="wB97M-V/def2-TZVPD" e_above_lowest_kj_mol=288.9 spin_multiplicity=1 smiles=OCCNCO.O
C 0.7913 0.7819 -0.6669 0.24 -0.41 -0.94
C 1.7952 0.5703 0.5546 -0.09 -1.29 -1.20
O 1.4101 1.3517 1.6564 -0.79 -0.32 0.35
N -0.6523 0.5331 -0.2058 2.50 -0.50 0.84
C -1.7122 1.2721 -0.7793 -1.87 -1.04 -0.52
O -3.0181 0.5110 -0.6524 2.80 -1.70 2.25
H 0.8401 1.8074 -1.1307 0.24 -0.87 0.51
H 1.1260 -0.0072 -1.4811 -0.89 1.55 1.49
H 2.9079 0.7158 0.4482 -1.20 0.06 -1.04
H 1.7048 -0.5572 0.6852 -0.09 1.21 0.75
H 2.1589 1.8502 1.9675 0.22 0.17 0.12
H -0.6376 0.6649 0.8144 -0.13 0.04 -0.65
H -1.8638 2.2307 -0.3475 -0.38 0.91 0.97
H -1.5841 1.5062 -1.8284 0.30 -0.60 -0.42
H -2.7571 -0.2894 0.0115 -0.88 2.81 -2.51
H -0.9381 -4.5473 0.3889 0.67 0.34 -0.17
H 0.6169 -4.3891 0.4876 -0.91 0.27 -0.34
O -0.1880 -4.0051 0.0778 0.25 -0.61 0.52



# 5
19
Properties=species:S:1:pos:R:3:forces:R:3 method="wB97M-V/def2-TZVPD" e_above_lowest_kj_mol=284.3 spin_multiplicity=1 total_charge=-1
C -0.9017 -1.9887 0.7090 5.42 -1.63 -2.46
C -0.8211 -2.0236 -0.9216 1.81 0.24 3.75
O 0.2322 -1.1134 0.9314 -1.39 0.61 1.48
H -1.7869 -1.6109 0.9723 -3.37 1.68 1.47
H -0.6195 -2.9315 1.3171 -0.82 1.07 -1.35
H -0.7167 -0.8998 -1.0601 0.53 -1.73 -0.55
H -0.1565 -0.1771 0.7926 -0.03 -1.43 -0.11
H -1.7216 -2.2888 -1.3308 -2.24 -1.16 -1.32
H 0.0002 -2.7927 -1.0480 -0.69 1.49 -0.82
C 0.6832 2.1615 0.1512 0.22 -3.75 4.84
C 1.7014 1.0487 -0.0829 -0.63 -3.33 -1.07
C -0.7094 1.8793 -0.2728 -2.11 1.14 -2.14
O -1.2762 2.7025 -0.9938 0.39 2.29 -1.06
O -1.3666 0.8700 0.0436 1.12 -2.45 1.99
H 0.5548 2.1347 1.3258 0.24 0.27 -1.73
H 1.0933 3.0604 0.0228 0.87 3.80 -1.43
H 1.3796 0.4479 -1.0542 0.40 0.79 2.09
H 1.6735 0.3342 0.8235 0.35 0.95 -1.94
H 2.7583 1.1875 -0.3251 -0.07 1.15 0.38



# 6
93
Properties=species:S:1:pos:R:3:forces:R:3 method="wB97M-V/def2-TZVPD" spin_multiplicity=1 total_energy_ev=-64078.6963
C 1.2741 2.0466 4.0842 -0.10 0.81 0.68
C 1.4963 0.9438 3.6993 -0.10 -0.95 -0.50
N 1.7499 -0.3144 3.2602 0.88 0.15 0.02
C 2.9055 -0.8916 3.9932 -0.09 0.17 -0.10
C 4.2741 -0.7840 3.3252 -0.06 -0.30 0.03
S 4.8385 0.9116 3.0504 0.21 0.51 0.11
C 4.9158 1.0251 1.3153 -0.19 -0.32 0.10
N 5.0136 2.0828 0.5823 -0.07 -0.16 0.45
N 5.0090 1.6327 -0.7283 -0.03 -0.63 -0.47
C 4.9015 0.3511 -0.6908 0.05 0.74 0.79
O 4.8456 -0.1195 0.6013 0.09 0.11 -0.88
C 1.8623 -0.4099 1.7993 -0.90 0.02 -0.28
C 0.4986 -0.4572 1.0700 0.99 0.41 0.57
C -0.0062 0.9508 0.7367 -0.72 -0.06 0.23
O -1.3096 1.1440 1.3007 -0.06 -0.17 0.13
O -1.2821 2.4020 1.9863 0.15 0.55 -0.20
O 0.7704 -1.2000 -0.1034 -0.57 0.18 0.06
C -0.2641 -2.0604 -0.5873 0.33 -0.34 -1.15
C 0.0911 -2.3552 -2.0853 0.59 0.19 0.42
C 1.4849 -1.9093 -2.5541 -0.19 0.02 -0.77
C 1.7336 -0.4407 -2.9305 0.18 -0.41 0.53
C 0.7309 0.1825 -3.8716 0.13 0.50 -0.31
C 1.0430 1.6501 -4.2292 0.20 -0.43 0.31
C 1.2254 2.6109 -3.0585 -0.19 0.86 -0.31
C -0.0792 3.2368 -2.5735 0.30 -0.67 0.35
C 0.0645 4.0365 -1.2998 -0.63 0.08 -0.08
O 0.2053 5.4449 -1.5793 0.00 -0.28 0.14
C 0.0321 6.1539 -0.4143 0.13 0.18 -0.09
C 1.2292 6.1597 0.4878 0.03 -0.41 -0.19
O -1.0029 6.6889 -0.1608 -0.19 0.22 -0.07
C -0.1912 -3.3938 0.1791 -0.51 0.42 0.85
C -0.9420 -3.4684 1.5362 0.10 -0.88 -0.37
C -1.9420 -4.6375 1.6018 -0.06 0.53 0.55
C -3.3259 -4.2748 1.0897 0.06 -0.28 -0.28
N -3.8975 -3.1079 1.7313 -0.22 0.54 -0.13
C -3.7247 -2.6635 3.0204 0.10 -0.35 -0.11
C -4.4219 -1.4985 3.1937 0.11 -0.18 -0.23
C -5.0555 -1.2069 1.9524 0.36 -0.18 0.65
C -4.7093 -2.2130 1.0922 -0.47 0.65 -0.14
C -1.6643 -1.4705 -0.5393 -0.26 0.27 0.11
O -1.8552 -0.3222 -1.3588 0.20 -0.39 -0.29
C -3.0337 -0.4731 -2.1373 -0.32 0.50 -0.12
C -3.3330 0.7875 -2.9182 0.81 0.09 0.40
H 1.1317 2.9751 4.5687 -0.15 0.28 -0.13
H 2.7154 -1.9397 4.2131 -0.05 -0.22 -0.13
H 2.9656 -0.3756 4.9445 -0.16 0.03 0.21
H 4.3341 -1.3512 2.4071 -0.03 0.04 -0.22
H 4.9975 -1.2449 3.9912 0.12 0.00 0.17
H 4.8401 -0.3504 -1.4969 -0.01 -0.14 -0.13
H 2.4076 0.4446 1.4006 0.35 -0.05 -0.07
H 2.3530 -1.3356 1.5311 0.22 -0.15 0.12
H -0.1938 -0.9259 1.7641 -0.25 -0.21 -0.15
H -0.0903 1.0477 -0.3427 0.09 0.07 -0.21
H 0.6309 1.7269 1.1455 0.20 0.06 0.04
H -1.9049 2.2757 2.7131 -0.02 -0.38 -0.05
H -0.6684 -1.9601 -2.7493 -0.13 0.27 -0.07
H 0.0766 -3.4303 -2.2359 -0.14 -0.21 0.07
H 1.6770 -2.4875 -3.4618 0.01 -0.12 -0.10
H 2.2515 -2.2265 -1.8549 0.06 -0.06 0.29
H 2.7056 -0.4191 -3.4280 0.19 0.09 -0.05
H 1.8638 0.1258 -2.0142 -0.20 0.23 0.13
H -0.2869 0.1160 -3.5030 -0.18 -0.13 0.27
H 0.7830 -0.3736 -4.8090 -0.26 -0.16 -0.11
H 0.2359 2.0190 -4.8594 -0.04 0.12 -0.20
H 1.9523 1.6622 -4.8283 0.10 -0.01 -0.13
H 1.8747 3.4255 -3.3809 0.18 0.05 -0.01
H 1.7181 2.1668 -2.1989 0.15 -0.28 0.02
H -0.5727 3.8312 -3.3370 -0.01 0.11 -0.11
H -0.7434 2.4153 -2.3139 -0.32 -0.19 -0.10
H 0.8806 3.6672 -0.6799 0.34 0.05 -0.03
H -0.8473 3.9039 -0.7192 -0.16 0.11 0.18
H 1.3276 7.1056 1.0007 -0.03 0.12 0.13
H 2.1202 5.9042 -0.0721 0.22 0.12 -0.04
H 1.0702 5.3584 1.2079 0.02 0.03 0.27
H -0.5383 -4.2214 -0.4302 -0.13 0.00 -0.32
H 0.8637 -3.5630 0.3712 0.23 -0.10 -0.17
H -1.4988 -2.5717 1.7702 0.21 0.22 0.17
H -0.2138 -3.6602 2.3176 0.11 0.31 0.24
H -1.5562 -5.4945 1.0579 -0.05 -0.19 -0.09
H -2.0401 -4.9349 2.6443 0.01 -0.21 0.11
H -3.2524 -4.0615 0.0250 -0.12 0.13 -0.15
H -4.0149 -5.1135 1.1870 0.03 -0.16 0.08
H -3.1071 -3.2205 3.6988 0.05 -0.01 0.16
H -4.4352 -0.9328 4.1055 -0.10 0.14 0.09
H -5.6632 -0.3470 1.7499 -0.14 0.07 -0.20
H -5.0338 -2.2701 0.0686 0.26 -0.51 -0.17
H -2.0036 -1.2233 0.4666 0.08 0.10 0.11
H -2.3268 -2.2624 -0.8897 -0.06 -0.23 -0.03
H -3.8753 -0.6636 -1.4688 -0.10 -0.26 0.07
H -2.9227 -1.3027 -2.8395 0.02 -0.30 0.06
H -3.4045 1.6217 -2.2271 -0.26 0.18 0.06
H -4.2385 0.6860 -3.5027 -0.19 -0.01 -0.05
H -2.4986 1.0148 -3.5755 0.05 0.01 -0.28